Entry 1:
This record from the Open Molecules 2025 dataset describes a structure of composition C36H34As2I2N7OSe2Tl. The level of theory is the ωB97M-V functional and the def2-TZVPD basis.

Summary:
E_HOMO = -6.6 eV
gap between HOMO and LUMO = 0.2086 hartree
LUMO = -0.93 eV

Cartesian coordinates (Å):
1 Tl 0.691 -0.547 0.087
2 Se 2.729 3.121 6.967
3 N 3.587 1.983 5.911
4 C 2.964 1.987 4.763
5 C 3.385 1.197 3.611
6 C 4.515 0.382 3.651
7 C 4.883 -0.309 2.523
8 C 4.093 -0.175 1.384
9 N 3.010 0.581 1.334
10 C 2.649 1.274 2.423
11 C 1.443 2.139 2.337
12 N 0.746 2.138 1.193
13 C -0.324 2.909 1.090
14 C -0.771 3.739 2.114
15 C -0.074 3.740 3.299
16 C 1.047 2.923 3.428
17 C 1.816 2.859 4.666
18 N 1.526 3.550 5.735
19 H 5.080 0.319 4.573
20 H 5.760 -0.941 2.508
21 H 4.344 -0.706 0.470
22 H -0.864 2.851 0.149
23 H -1.648 4.358 1.975
24 H -0.376 4.353 4.138
25 C 0.155 2.960 -3.004
26 As -0.664 1.290 -2.367
27 C -0.959 0.465 -4.116
28 C -2.518 1.912 -2.100
29 C -2.969 3.127 -2.616
30 C -4.275 3.550 -2.416
31 C -5.149 2.762 -1.681
32 C -4.711 1.553 -1.162
33 C -3.406 1.111 -1.366
34 As -2.767 -0.608 -0.642
35 C -4.379 -1.698 -0.903
36 C -3.083 -0.166 1.254
37 H -0.245 3.282 -3.966
38 H 1.222 2.770 -3.115
39 H 0.023 3.753 -2.268
40 H -1.551 1.128 -4.745
41 H -1.481 -0.482 -3.976
42 H 0.000 0.263 -4.595
43 H -2.294 3.757 -3.182
44 H -4.609 4.493 -2.831
45 H -6.167 3.088 -1.511
46 H -5.405 0.950 -0.588
47 H -5.297 -1.186 -0.615
48 H -4.274 -2.603 -0.304
49 H -4.438 -1.988 -1.951
50 H -4.081 0.246 1.415
51 H -2.337 0.566 1.570
52 H -2.965 -1.066 1.860
53 I -1.015 -4.116 -3.915
54 C 0.724 -2.957 -3.993
55 C 1.625 -3.103 -5.046
56 C 2.752 -2.322 -5.113
57 I 4.061 -2.613 -6.730
58 C 3.019 -1.356 -4.116
59 C 4.145 -0.500 -4.103
60 C 4.307 0.412 -3.099
61 C 3.344 0.479 -2.079
62 N 2.291 -0.303 -2.053
63 C 2.099 -1.215 -3.040
64 C 0.885 -2.025 -2.947
65 O 0.044 -1.865 -2.017
66 H 1.430 -3.836 -5.817
67 H 4.874 -0.570 -4.899
68 H 5.163 1.075 -3.082
69 H 3.434 1.194 -1.266
70 C -0.865 -4.557 0.510
71 N -1.108 -3.937 1.807
72 C -2.347 -3.823 2.412
73 C -2.171 -3.121 3.546
74 N -0.824 -2.808 3.626
75 C -0.221 -2.000 4.669
76 C -0.163 -3.316 2.553
77 Se 1.622 -3.169 2.153
78 H -1.470 -5.458 0.425
79 H 0.188 -4.814 0.442
80 H -1.109 -3.868 -0.300
81 H -3.236 -4.244 1.980
82 H -2.877 -2.816 4.298
83 H -0.538 -2.362 5.647
84 H -0.510 -0.955 4.556
85 H 0.859 -2.087 4.581

***

Entry 2:
This record from the Open Molecules 2025 dataset describes a cluster of 2 separate species, C3H7FSi in total at a distorted geometry. The level of theory is the ωB97M-V functional and the def2-TZVPD basis.

Summary:
E_HOMO = -9.0 eV
gap between HOMO and LUMO = 0.3170 hartree
LUMO = -0.34 eV

Cartesian coordinates (Å):
1 C 2.031 0.784 -0.625
2 C 1.540 -0.367 -0.197
3 C -1.641 0.498 0.252
4 F -2.857 0.114 -0.247
5 Si -0.272 -0.878 -0.040
6 H 3.172 1.058 -0.761
7 H 1.322 1.587 -0.906
8 H 2.146 -1.171 0.158
9 H -1.822 0.381 1.416
10 H -1.572 1.596 0.126
11 H -1.280 -1.884 1.849
12 H -0.766 -1.719 -1.023

***

Entry 3:
This record from the Open Molecules 2025 dataset describes a structure of composition C23H20BrCoN8O. The level of theory is the ωB97M-V functional and the def2-TZVPD basis.

Summary:
E_HOMO (alpha / beta) = -10.9 / -10.8 eV
total charge = +1
gap between HOMO and LUMO (alpha / beta) = 0.3099 / 0.3082 hartree
<S²> = 0.757
multiplicity = 2
LUMO (alpha / beta) = -2.43 / -2.43 eV

Cartesian coordinates (Å):
1 Co -0.354 -0.213 0.464
2 O 3.189 -0.915 -1.186
3 C 2.060 -0.563 -0.873
4 N 1.260 -1.070 0.062
5 C 1.691 -2.183 0.860
6 C 0.573 -2.511 1.808
7 C 0.622 -3.599 2.668
8 C -0.430 -3.835 3.530
9 C -1.518 -2.972 3.515
10 C -1.504 -1.912 2.635
11 N -0.485 -1.677 1.795
12 C 1.357 0.572 -1.584
13 C 1.925 1.219 -2.663
14 C 1.194 2.208 -3.303
15 C -0.073 2.520 -2.832
16 C -0.564 1.838 -1.732
17 N 0.135 0.883 -1.118
18 H 2.601 -1.958 1.432
19 H 1.936 -3.058 0.248
20 H 1.487 -4.249 2.648
21 H -0.408 -4.681 4.204
22 H -2.364 -3.116 4.171
23 H -2.330 -1.216 2.592
24 H 2.911 0.910 -2.981
25 H 1.600 2.722 -4.165
26 H -0.681 3.276 -3.306
27 H -1.541 2.060 -1.325
28 N 2.163 2.723 2.465
29 C 2.408 1.596 3.207
30 C 1.465 0.699 2.821
31 N 0.650 1.250 1.857
32 C 1.092 2.476 1.671
33 C 0.520 3.501 0.802
34 N -0.737 3.872 0.781
35 C -0.796 4.916 -0.108
36 C 0.440 5.173 -0.624
37 N 1.280 4.266 -0.030
38 H 2.608 3.618 2.584
39 H 3.206 1.540 3.925
40 H 1.325 -0.309 3.172
41 H -1.719 5.432 -0.312
42 H 0.792 5.901 -1.333
43 H 2.249 4.116 -0.259
44 Br -2.527 -1.371 -1.400
45 C -3.153 -0.085 -0.166
46 C -4.490 0.258 -0.139
47 C -4.891 1.209 0.787
48 C -3.950 1.774 1.634
49 C -2.633 1.370 1.529
50 N -2.236 0.446 0.642
51 H -5.186 -0.207 -0.820
52 H -5.930 1.505 0.842
53 H -4.223 2.523 2.362
54 H -1.853 1.788 2.147

***

Entry 4:
This record from the Open Molecules 2025 dataset describes a cluster of 4 separate species, CH2O2S2 in total at a distorted geometry. The level of theory is the ωB97M-V functional and the def2-TZVPD basis.

Summary:
E_HOMO = -11.4 eV
gap between HOMO and LUMO = 0.3687 hartree
LUMO = -1.39 eV

Cartesian coordinates (Å):
1 C -3.162 1.119 -0.233
2 O -2.434 4.119 -1.696
3 O -1.485 4.467 0.650
4 S -3.800 1.981 0.839
5 S -2.550 4.511 -0.304
6 H -0.633 0.366 0.699
7 H 0.057 0.615 0.268

***

Entry 5:
This record from the Open Molecules 2025 dataset describes a cluster of 2 separate species, C3H6N2S in total at a distorted geometry. The level of theory is the ωB97M-V functional and the def2-TZVPD basis.

Summary:
E_HOMO = -7.7 eV
gap between HOMO and LUMO = 0.2554 hartree
LUMO = -0.77 eV

Cartesian coordinates (Å):
1 C -0.719 1.047 0.380
2 C 0.546 0.444 0.784
3 C 1.119 -0.750 0.304
4 H -2.578 0.701 -0.757
5 H -0.811 -0.323 -1.180
6 H -1.892 2.905 0.984
7 H -0.648 2.328 2.219
8 H 1.097 1.085 1.529
9 H 1.994 -1.082 0.985
10 N -1.027 0.641 -0.728
11 N -1.067 2.186 1.200
12 S 0.738 -1.865 -0.993

***

Entry 6:
This record from the Open Molecules 2025 dataset describes a structure of composition C15H18AlBF7N3O9 at a distorted geometry. The level of theory is the ωB97M-V functional and the def2-TZVPD basis.

Summary:
E_HOMO = -14.0 eV
total charge = +2
gap between HOMO and LUMO = 0.0581 hartree
LUMO = -12.38 eV

Cartesian coordinates (Å):
1 Al 7.014 8.658 11.575
2 B 9.672 17.151 7.708
3 F 9.171 18.247 7.428
4 F 6.091 9.834 12.563
5 F 8.663 8.544 11.600
6 F 5.899 7.502 10.964
7 C 5.223 16.124 4.846
8 C 5.721 14.759 4.703
9 O 5.487 14.223 5.967
10 C 5.619 15.341 6.881
11 O 5.812 15.156 8.013
12 O 5.332 16.418 6.219
13 F 7.043 14.595 4.391
14 H 4.212 16.210 4.502
15 H 5.890 16.842 4.337
16 H 5.148 14.132 3.969
17 C 12.528 14.023 7.030
18 C 11.766 12.817 6.931
19 O 10.306 13.311 6.838
20 C 10.459 14.583 6.815
21 O 9.448 15.202 7.085
22 O 11.603 14.901 7.487
23 F 11.560 12.253 8.173
24 H 13.119 14.166 6.139
25 H 13.031 13.830 7.979
26 H 11.833 11.880 6.308
27 C 9.915 14.170 11.579
28 C 8.772 14.315 11.011
29 O 8.686 13.310 10.067
30 C 9.539 12.193 10.488
31 O 9.806 11.120 10.102
32 O 10.122 12.760 11.580
33 F 7.918 15.174 11.111
34 H 15.057 18.042 4.390
35 H 10.242 14.727 12.574
36 H 12.002 8.765 4.336
37 C 6.501 10.710 7.673
38 C 7.049 10.118 8.880
39 N 6.764 9.483 9.831
40 H 5.505 11.173 7.989
41 H 6.434 9.973 6.816
42 H 7.169 11.504 7.363
43 C 11.033 5.321 9.713
44 C 12.466 5.380 9.528
45 N 13.635 5.403 9.556
46 H 10.464 5.878 8.956
47 H 10.753 5.727 10.678
48 H 10.645 4.274 9.714
49 C 10.480 6.320 5.592
50 C 9.895 7.218 6.507
51 N 9.453 8.031 7.182
52 H 11.570 6.367 5.601
53 H 10.260 6.476 4.495
54 H 10.296 5.302 5.899

***

Entry 7:
This record from the Open Molecules 2025 dataset describes a structure of composition C29H40ClN10ORuS2. The level of theory is the ωB97M-V functional and the def2-TZVPD basis.

Summary:
E_HOMO (alpha / beta) = -10.6 / -12.2 eV
total charge = +2
gap between HOMO and LUMO (alpha / beta) = 0.1882 / 0.1085 hartree
<S²> = 8.792
multiplicity = 6
LUMO (alpha / beta) = -5.45 / -9.25 eV

Cartesian coordinates (Å):
1 Ru 0.518 0.137 -0.489
2 C 2.078 0.332 4.556
3 S 2.990 -0.779 3.469
4 C 2.220 -0.536 1.927
5 S 0.892 0.624 1.693
6 N 2.695 -1.224 0.959
7 N 2.087 -0.999 -0.228
8 C 2.605 -1.554 -1.358
9 C 2.027 -1.178 -2.573
10 C 2.461 -1.651 -3.834
11 C 1.838 -1.216 -4.970
12 C 0.771 -0.298 -4.877
13 C 0.388 0.140 -3.636
14 N 0.976 -0.278 -2.501
15 H 2.550 0.226 5.531
16 H 1.032 0.044 4.631
17 H 2.167 1.364 4.224
18 H 3.448 -2.225 -1.276
19 H 3.286 -2.349 -3.877
20 H 2.167 -1.570 -5.937
21 H 0.265 0.068 -5.758
22 H -0.423 0.847 -3.517
23 C -5.065 -6.452 -2.120
24 C -5.305 -5.503 -0.941
25 C -6.822 -5.322 -0.765
26 C -4.770 -6.151 0.348
27 C -4.605 -4.124 -1.197
28 O -4.852 -3.223 -0.127
29 C -5.092 -3.475 -2.508
30 C -4.748 -1.982 -2.636
31 C -5.460 -1.076 -1.699
32 C -4.728 -0.242 -0.815
33 C -5.367 0.590 0.055
34 C -6.776 0.615 0.064
35 Cl -7.581 1.630 1.143
36 C -7.531 -0.191 -0.822
37 C -6.876 -1.015 -1.687
38 C -3.061 -4.326 -1.254
39 N -2.304 -3.243 -0.641
40 C -1.557 -2.305 -1.217
41 N -1.010 -1.545 -0.280
42 C -1.451 -2.102 0.885
43 N -2.233 -3.130 0.703
44 H -5.468 -7.436 -1.879
45 H -4.003 -6.586 -2.332
46 H -5.560 -6.112 -3.031
47 H -7.273 -6.301 -0.606
48 H -7.310 -4.887 -1.637
49 H -7.090 -4.724 0.112
50 H -5.448 -6.945 0.658
51 H -4.691 -5.437 1.170
52 H -3.794 -6.617 0.212
53 H -5.663 -3.482 0.324
54 H -6.170 -3.601 -2.591
55 H -4.663 -3.995 -3.366
56 H -5.009 -1.681 -3.659
57 H -3.677 -1.816 -2.533
58 H -3.644 -0.274 -0.820
59 H -4.816 1.221 0.740
60 H -8.611 -0.135 -0.803
61 H -7.444 -1.627 -2.376
62 H -2.724 -4.409 -2.287
63 H -2.761 -5.228 -0.731
64 H -1.427 -2.198 -2.282
65 H -1.186 -1.723 1.858
66 C -2.851 5.502 1.108
67 C -1.843 5.964 0.061
68 C -0.417 5.936 0.601
69 C -1.976 5.180 -1.246
70 N -1.688 3.747 -1.078
71 C -0.523 3.105 -1.082
72 N -0.766 1.839 -0.816
73 N -2.104 1.721 -0.658
74 N -2.655 2.863 -0.804
75 H -2.797 6.142 1.987
76 H -2.644 4.480 1.435
77 H -3.872 5.537 0.727
78 H -2.082 6.993 -0.222
79 H -0.143 4.939 0.959
80 H -0.324 6.609 1.452
81 H 0.312 6.252 -0.149
82 H -1.287 5.551 -2.004
83 H -2.989 5.228 -1.640
84 H 0.437 3.555 -1.272

***

Entry 8:
This record from the Open Molecules 2025 dataset describes the ion C6H14N3O with charge +1 at a distorted geometry. The level of theory is the ωB97M-V functional and the def2-TZVPD basis.

Summary:
structure (SMILES) = CC(C)[NH2+][C@@]1(C)N=CON1
E_HOMO = -13.4 eV
total charge = +1
gap between HOMO and LUMO = 0.3809 hartree
LUMO = -3.02 eV

Cartesian coordinates (Å):
1 C -2.557 -0.041 -0.509
2 C -1.200 -0.593 -0.293
3 C -1.232 -1.759 0.664
4 N -0.381 0.506 0.450
5 C 1.041 0.632 0.056
6 C 1.492 2.372 0.044
7 N 1.850 -0.116 0.974
8 C 2.500 -1.044 0.369
9 O 2.189 -1.177 -0.927
10 N 1.206 -0.171 -1.196
11 H -3.220 0.042 0.369
12 H -2.590 0.909 -1.065
13 H -3.031 -0.923 -1.111
14 H -0.577 -0.473 -1.263
15 H -1.998 -1.566 1.390
16 H -0.193 -1.848 1.082
17 H -1.454 -2.858 0.314
18 H -0.318 0.307 1.530
19 H -0.913 1.395 0.154
20 H 0.930 2.887 -0.685
21 H 2.600 2.346 -0.123
22 H 1.295 2.707 1.110
23 H 3.044 -1.847 0.772
24 H 1.514 0.311 -2.106

***

Entry 9:
This record from the Open Molecules 2025 dataset describes an isolated molecule of C4H7NO2. The level of theory is the ωB97M-V functional and the def2-TZVPD basis.

Summary:
structure (SMILES) = NC(=O)C[C@H]1CO1
E_HOMO = -10.1 eV
gap between HOMO and LUMO = 0.3994 hartree
LUMO = 0.80 eV

Cartesian coordinates (Å):
1 N 1.662 0.569 1.845
2 C 0.680 0.613 0.908
3 O -0.014 1.605 0.762
4 C 0.487 -0.647 0.061
5 C -0.978 -0.735 -0.285
6 C -1.506 0.218 -1.247
7 O -1.358 -1.161 -1.583
8 H 1.806 1.406 2.389
9 H 2.285 -0.212 1.961
10 H 0.854 -1.544 0.574
11 H 1.061 -0.544 -0.869
12 H -1.632 -1.084 0.515
13 H -0.808 0.891 -1.742
14 H -2.518 0.598 -1.129

***

Entry 10:
This record from the Open Molecules 2025 dataset describes a structure of composition C20H25ClN2OTi at a distorted geometry. The level of theory is the ωB97M-V functional and the def2-TZVPD basis.

Summary:
E_HOMO = -14.4 eV
total charge = +2
gap between HOMO and LUMO = 0.2345 hartree
LUMO = -8.04 eV

Cartesian coordinates (Å):
1 C 0.239 0.883 -6.019
2 C 1.612 1.388 -5.974
3 C -0.005 -0.528 -6.319
4 C -0.881 1.826 -6.008
5 Cl 0.170 0.511 -2.051
6 H -0.026 -0.727 -7.407
7 H -0.975 -0.859 -5.920
8 H 0.785 -1.168 -5.898
9 H 1.990 1.660 -6.978
10 H 2.303 0.632 -5.572
11 H 1.683 2.295 -5.354
12 H -1.118 2.205 -7.020
13 H -0.656 2.705 -5.387
14 H -1.798 1.351 -5.627
15 C 1.539 -0.907 1.687
16 C 0.860 -1.991 1.023
17 C 1.272 -1.988 -0.348
18 H 0.227 -2.729 1.513
19 C 2.187 -0.904 -0.540
20 C 2.358 -0.235 0.710
21 H 3.112 0.521 0.914
22 H 1.526 -0.709 2.755
23 H 0.994 -2.729 -1.099
24 H 2.728 -0.651 -1.450
25 C -1.892 0.935 1.108
26 C -1.669 -0.414 1.603
27 C -1.909 -1.312 0.508
28 H -1.454 -0.704 2.630
29 C -2.277 -0.539 -0.631
30 C -2.237 0.849 -0.271
31 H -2.469 1.708 -0.898
32 H -1.932 1.847 1.692
33 H -1.920 -2.401 0.573
34 H -2.590 -0.945 -1.593
35 Ti 0.055 0.027 0.232
36 N 0.922 3.657 7.075
37 C 1.875 3.560 6.110
38 O 3.025 3.960 6.232
39 C 1.393 2.911 4.849
40 C 2.240 2.803 3.732
41 C 1.776 2.276 2.519
42 N 0.568 1.685 2.376
43 C -0.209 1.694 3.483
44 C 0.114 2.358 4.678
45 H 1.179 4.100 7.934
46 H -0.010 3.313 6.953
47 H 3.280 3.089 3.834
48 H 2.403 2.285 1.623
49 H -1.163 1.141 3.439
50 H -0.689 2.431 5.429

***

Entry 11:
This record from the Open Molecules 2025 dataset describes an isolated molecule of C4H9NO2 at a distorted geometry. The level of theory is the ωB97M-V functional and the def2-TZVPD basis.

Summary:
structure (SMILES) = C[C@@H](O)CNC=O
E_HOMO = -9.6 eV
gap between HOMO and LUMO = 0.3821 hartree
LUMO = 0.83 eV

Cartesian coordinates (Å):
1 C -2.265 -0.793 0.836
2 C -1.138 -0.381 -0.089
3 O -1.565 0.446 -1.146
4 C -0.070 0.419 0.659
5 N 0.990 0.827 -0.247
6 C 2.176 0.191 -0.386
7 O 2.524 -0.683 0.374
8 H -2.887 0.073 1.066
9 H -1.952 -1.206 1.801
10 H -2.809 -1.647 0.423
11 H -0.616 -1.279 -0.439
12 H -2.433 0.181 -1.461
13 H -0.486 1.318 1.133
14 H 0.345 -0.109 1.517
15 H 0.755 1.690 -0.715
16 H 2.694 0.562 -1.276

***

Entry 12:
This record from the Open Molecules 2025 dataset describes a cluster of 2 separate species, C2H3N2O3 in total at a distorted geometry. The level of theory is the ωB97M-V functional and the def2-TZVPD basis.

Summary:
E_HOMO = -3.2 eV
total charge = -1
gap between HOMO and LUMO = 0.2541 hartree
LUMO = 3.73 eV

Cartesian coordinates (Å):
1 C -0.217 1.162 -0.387
2 C 1.033 1.067 -0.163
3 N -1.250 0.223 0.026
4 N -2.316 0.831 -0.202
5 O -3.400 0.370 0.193
6 O 0.742 -1.856 -0.241
7 O 2.189 0.958 0.119
8 H -0.603 2.080 -0.752
9 H -0.132 -1.862 0.088
10 H 1.276 -1.131 -0.030

***

no.,energy (eV)
1,-323627.5472
2,-13814.7863
3,-145811.4283
4,-26830.8901
5,-17019.0132
6,-65007.9724
7,-84428.8238
8,-12956.5727
9,-9845.8378
10,-61796.6232
11,-9878.9775
12,-11242.8069